*P*
Here is a structure of composition CH7N4O from the OMol25 dataset. Energies are from ωB97M-V/def2-TZVPD.

Computed properties:
* HOMO-LUMO gap: 10.9 eV
* 2S+1: 1
* LUMO: -3.205 eV
* net charge: +1

Element x y z (Å)
C: 1.1718 -1.0603 -1.0302
N: 0.3881 -0.7074 -0.1481
H: -2.3874 0.7539 2.4295
N: 2.1122 -1.0912 -1.7217
H: -0.0144 -1.5152 0.4184
N: -2.1629 0.6147 1.4028
H: -2.8877 1.0107 0.8390
H: -0.7705 2.0127 0.4161
N: -0.8838 1.1800 0.9562
H: 3.5376 -1.4287 -2.8428
H: -0.2676 0.3481 0.4078
H: -0.4122 1.3377 1.7799
O: 2.5766 -1.4550 -2.9069

***

*Q*
Here is the ion CH7N4O with charge +1 from the OMol25 dataset. Energies are from ωB97M-V/def2-TZVPD.

Computed properties:
* HOMO-LUMO gap: 11.1 eV
* 2S+1: 1
* LUMO: -3.397 eV
* net charge: +1

Element x y z (Å)
H: 0.0155 -1.6260 -0.7601
H: 2.8235 -0.4923 -0.9975
H: -1.1703 1.8901 0.8988
N: -0.5166 1.1024 0.7264
H: 0.4486 1.4186 0.8673
N: 0.1680 -0.9547 0.0926
O: 1.3717 -0.8560 0.5135
H: -2.7248 0.2071 0.0016
N: 2.3366 0.0931 -0.3615
N: -2.0753 -0.5204 -0.0863
H: 3.0506 0.4543 0.4022
C: -0.8514 -0.0851 0.2189
H: -2.0326 -1.4750 -0.3564

***

*Q* ends up most stable, edging out the next structure by 1.057 eV.

***

*P*
Here is an isolated molecule of C10H8N2O from the OMol25 dataset. Energies are from ωB97M-V/def2-TZVPD.

Computed properties:
* HOMO-LUMO gap: 8.5 eV
* 2S+1: 1
* LUMO: 0.004 eV
* net charge: 0

Element x y z (Å)
C: 3.4261 0.1095 -0.0198
H: -5.6656 0.3879 -0.4247
C: -0.0591 1.7291 0.0453
C: 3.1345 -1.2331 0.0674
H: 2.9719 2.1572 -0.0773
H: 4.4207 0.5095 0.0654
C: -1.4878 -0.2377 0.0343
C: -1.2749 1.1946 0.0234
C: 0.7853 -0.6082 -0.1961
C: 1.0787 0.7912 0.0023
N: -3.8249 0.0726 -0.2673
H: 1.6428 -2.7447 -0.0069
C: 2.4990 1.1186 -0.0495
C: 1.8392 -1.6254 -0.0773
H: 3.7925 -2.0784 -0.0767
H: -2.1856 1.8123 0.0507
N: -0.5053 -1.1104 -0.1108
H: -2.8939 -1.7840 0.7214
O: -5.0238 -0.4599 0.0718
C: -2.8547 -0.7738 0.1120
H: 0.1848 2.7733 0.1124

***

*Q*
Here is an isolated molecule of C10H8N2O from the OMol25 dataset. Energies are from ωB97M-V/def2-TZVPD.

Computed properties:
* HOMO-LUMO gap (alpha / beta): 6.5 / 6.5 eV
* 2S+1: 1
* LUMO (alpha / beta): -0.588 / -0.587 eV
* net charge: 0

Element x y z (Å)
C: -0.8933 1.2678 -0.6039
C: 2.3289 0.0541 0.8115
H: 3.8100 -1.2009 1.7133
C: -3.6968 0.9006 -1.3981
H: -1.0288 -0.6424 0.9103
H: -3.9996 0.6787 -0.4054
O: 3.3470 0.8650 0.5678
C: 2.7262 -1.1054 1.4362
C: -3.5785 0.8343 -2.6907
C: 0.9445 0.1923 0.5787
C: 1.8772 -2.0898 1.7703
H: 2.0700 -2.8518 2.3968
H: -3.4007 1.3260 -4.6385
N: -2.0890 1.2995 -0.7932
H: -0.0184 -2.7757 2.0122
H: 3.1424 1.7610 0.1331
C: 0.5158 -1.9307 1.6052
C: 0.0297 -0.7590 1.0633
N: -3.3496 0.6961 -3.8634
C: 0.3195 1.2581 -0.2247
H: 0.9433 2.2223 -0.3809

***

*P* ends up most stable, edging out the next structure by 2.806 eV.

***

*P*
Here is a cluster of 3 separate species, C5H13O3 in total from the OMol25 dataset. Energies are from ωB97M-V/def2-TZVPD.

Computed properties:
* HOMO-LUMO gap: 6.6 eV
* 2S+1: 1
* LUMO: 3.810 eV
* net charge: -1

Element x y z (Å)
H: 0.0769 1.0153 1.3006
H: 2.3319 -0.8396 -0.0878
H: -2.5004 -1.0582 0.3959
C: 1.1935 -0.8027 0.0507
O: -1.4459 -1.5224 1.7828
H: -1.8397 0.2462 0.0963
H: 1.9765 0.9506 1.0274
C: 0.0453 1.0258 -1.3311
H: -0.6781 1.4163 -0.4636
O: 1.1458 -0.2728 2.5213
H: -1.6228 -1.1104 2.5012
C: 1.0694 0.3828 1.3628
H: 0.8937 -0.7984 -1.9849
H: -0.4623 -0.9543 -0.8068
H: 0.0036 2.9899 -2.0120
C: 0.4303 1.9043 -2.2545
O: -2.5461 -0.3232 -0.2141
C: 0.4166 -0.4211 -1.1483
H: 0.9220 -1.7392 0.5512
H: -0.3605 -1.7767 1.8653
H: 0.9504 1.6877 -3.1527

***

*Q*
Here is a cluster of 3 separate species, C5H13O3 in total from the OMol25 dataset. Energies are from ωB97M-V/def2-TZVPD.

Computed properties:
* HOMO-LUMO gap: 6.2 eV
* 2S+1: 1
* LUMO: 3.474 eV
* net charge: -1

Element x y z (Å)
H: -1.1967 -0.1171 -0.1198
H: 1.0187 -0.7052 -0.3303
H: -1.1642 -2.8685 0.3281
C: 0.8998 1.2422 -1.1736
C: -1.6234 -1.0286 -2.0684
O: -1.0755 -3.2538 1.2122
H: 0.7350 0.1443 2.1962
C: -0.9028 -0.5506 -1.0739
H: -0.4016 1.9841 0.4378
O: 1.2991 3.1273 0.3602
H: 0.9931 -0.7244 -2.0813
O: 0.2540 -0.4833 2.7557
H: 0.3107 1.8265 -1.9032
H: -0.6756 -0.2144 2.6864
C: 0.7053 1.9589 0.2225
H: 1.9060 1.5008 -1.5130
H: -1.3183 -1.3580 -3.0564
H: 1.1771 1.2078 0.9540
C: 0.5612 -0.2008 -1.2135
H: -2.6952 -1.2671 -2.0701
H: -0.3997 -2.7689 1.7199

***

*Q* ends up most stable, edging out the next structure by 2.003 eV.

***

*P*
Here is an isolated molecule of C12H11NO from the OMol25 dataset. Energies are from ωB97M-V/def2-TZVPD.

Computed properties:
* HOMO-LUMO gap: 8.2 eV
* 2S+1: 1
* LUMO: 0.632 eV
* net charge: 0

Element x y z (Å)
H: 0.7239 1.7753 0.3416
H: -2.7702 -2.1204 -0.6444
H: -4.5419 -0.6124 -0.1201
C: -0.9564 0.7765 0.2149
C: 0.2175 -2.5024 -0.4210
C: -3.3018 1.2023 -0.0296
H: 1.1556 -2.8874 -0.7009
C: 2.7519 0.1021 -1.4934
C: 2.5138 0.1176 -0.2131
C: 0.0242 -1.2554 -0.0831
C: -3.5568 -0.1868 -0.1552
H: 1.4118 -0.5312 1.4329
C: -1.2531 -0.5289 -0.0401
N: 0.3110 0.9165 0.5281
H: 2.7392 1.8020 0.9462
C: -2.0052 1.6611 0.2397
O: 3.1657 0.0075 -2.5830
H: 3.4650 0.2381 1.7853
C: -2.4783 -1.0620 -0.2603
C: 1.1132 -0.2642 0.4032
H: -0.4855 -3.2659 -0.6174
C: 3.3601 0.8472 0.7882
H: -4.0127 1.9970 0.1190
H: 4.2515 1.0753 0.1534
H: -1.8424 2.6986 0.4093

***

*Q*
Here is an isolated molecule of C12H11NO from the OMol25 dataset. Energies are from ωB97M-V/def2-TZVPD.

Computed properties:
* HOMO-LUMO gap: 9.9 eV
* 2S+1: 1
* LUMO: 0.726 eV
* net charge: 0

Element x y z (Å)
C: 3.4756 -1.4535 0.2620
H: 1.6820 1.3700 0.3162
C: -0.1076 0.0876 -1.4785
C: -1.3527 1.7395 -0.1108
H: -0.5471 2.3631 -0.5859
H: -1.4007 -1.6244 0.2655
C: 3.0745 -0.1727 0.5340
H: 4.3128 -1.9375 0.8212
H: -3.6484 1.4076 2.3382
C: -2.2770 2.1821 0.7465
C: -1.6408 -0.5972 0.4508
N: 2.7755 -2.2489 -0.5301
C: 1.2191 -0.3950 -0.8908
H: 3.7398 0.3969 1.1437
C: 1.6926 -1.7106 -1.0916
C: -1.0582 0.3675 -0.3211
C: -2.5630 -0.1856 1.5231
H: -1.5079 -1.2341 -1.6988
C: 2.0054 0.4577 -0.1161
H: -2.4523 3.2035 0.9743
O: -0.6850 -0.9287 -2.2000
H: 1.2442 -2.3565 -1.8856
C: -2.9593 1.1472 1.5201
H: -3.0620 -0.8894 2.1494
H: 0.0403 1.0114 -2.1358

***

*Q* ends up most stable, edging out the next structure by 1.582 eV.

***

*P*
Here is a cluster of 2 separate species, H14Si6 in total from the OMol25 dataset. Energies are from ωB97M-V/def2-TZVPD.

Computed properties:
* HOMO-LUMO gap: 7.6 eV
* 2S+1: 1
* LUMO: -0.984 eV
* net charge: 0

Element x y z (Å)
Si: -1.3723 0.1785 0.1575
H: -4.2618 -0.9213 -0.6300
H: -0.5002 3.0560 -1.3326
Si: 3.7648 -0.0699 1.4343
H: 3.0742 1.1191 2.0075
H: -4.6168 0.8408 0.9442
H: -0.7631 0.7774 1.3480
H: 5.3658 -0.0474 1.3968
H: -0.6623 1.3491 -2.9667
H: 3.7436 -1.1128 2.5214
H: 3.6384 -1.1673 -1.5225
H: -4.0028 -1.0592 1.6936
Si: -0.2340 -1.7584 -0.1628
H: 2.4952 0.8241 -1.1403
H: -0.7383 -2.2583 -1.4200
Si: -1.1181 1.7012 -1.5936
Si: -3.7337 -0.1847 0.4897
H: -2.5473 2.1572 -1.3999
Si: 2.6811 -0.5428 -0.5320
H: -0.2123 -2.8813 0.7074

***

*Q*
Here is a cluster of 2 separate species, H14Si6 in total from the OMol25 dataset. Energies are from ωB97M-V/def2-TZVPD.

Computed properties:
* HOMO-LUMO gap (alpha / beta): 6.4 / 6.2 eV
* 2S+1: 1
* LUMO (alpha / beta): -1.159 / -1.219 eV
* net charge: 0

Element x y z (Å)
H: 1.0238 3.3910 1.2948
Si: -2.4062 0.0022 1.2046
Si: 0.1994 -3.2340 1.7775
Si: -0.3816 -1.1030 1.4638
H: 1.3991 -3.1572 0.9936
H: -3.3084 -1.2540 1.2687
H: 2.5865 3.7080 -0.3861
H: -0.2330 -1.0209 -2.7040
H: -0.4180 1.2371 -3.5145
H: 0.4434 3.7503 -1.0853
Si: 0.4032 0.2090 -2.9823
H: 0.1599 -4.0086 3.0554
H: -2.7332 0.8580 2.3007
Si: 1.3903 0.9673 -1.0305
H: -2.7071 0.6436 -0.0048
H: 1.4447 -0.0964 -4.1392
H: 2.4345 0.1870 -0.5682
Si: 1.2914 3.0532 -0.1270
H: -0.9590 -3.8178 0.8204
H: 0.3706 -0.3149 2.3624

***

*P* ends up most stable, edging out the next structure by 1.312 eV.

***

*P*
Here is an isolated molecule of CH3N3S from the OMol25 dataset. Energies are from ωB97M-V/def2-TZVPD.

Computed properties:
* HOMO-LUMO gap (alpha / beta): 7.4 / 7.4 eV
* 2S+1: 1
* LUMO (alpha / beta): 0.193 / 0.193 eV
* net charge: 0

Element x y z (Å)
H: -0.9875 2.4724 2.0222
S: 1.3418 -0.2799 1.6229
N: -0.6483 1.5713 2.1925
H: 1.0693 -2.0178 -0.8087
H: -0.1689 -0.7644 -1.1834
N: 0.8326 -0.9861 -0.8894
N: 1.2922 0.0016 -0.0152
C: 0.2759 0.8594 2.1025

***

*Q*
Here is a structure of composition CH3N3S from the OMol25 dataset. Energies are from ωB97M-V/def2-TZVPD.

Computed properties:
* HOMO-LUMO gap (alpha / beta): 5.9 / 5.9 eV
* 2S+1: 1
* LUMO (alpha / beta): -1.567 / -1.565 eV
* net charge: 0

Element x y z (Å)
N: -0.3894 0.8133 0.0262
N: 0.3169 -0.8913 0.0102
N: -1.6369 0.8064 -0.1127
C: 1.5315 -0.8737 0.0004
S: 2.7559 0.3246 -0.0532
H: -2.1591 1.6427 0.1586
H: -2.4015 0.0517 -0.1426
H: 1.9826 -1.8737 0.1132

***

*P* ends up most stable, edging out the next structure by 0.824 eV.

***

*P*
Here is an isolated molecule of C3H5ClFN3 from the OMol25 dataset. Energies are from ωB97M-V/def2-TZVPD.

Computed properties:
* HOMO-LUMO gap: 9.0 eV
* 2S+1: 1
* LUMO: -0.065 eV
* net charge: 0

Element x y z (Å)
F: 0.2113 -1.5878 -0.1314
H: 1.3852 1.5778 0.9200
H: -3.4600 0.6426 0.7200
H: -1.9531 -1.6598 0.2465
H: -3.7158 0.0547 -0.9178
N: -3.4003 -0.2530 0.1044
Cl: 2.8781 -0.0011 -0.1082
N: -1.2447 1.7026 -0.3154
C: 1.3039 0.6067 0.3673
H: -0.4637 2.3831 -0.2438
N: -1.9991 -0.5738 -0.0148
C: -0.9742 0.4224 0.0202
C: 0.3179 -0.1657 0.2587

***

*Q*
Here is an isolated molecule of C3H5ClFN3 from the OMol25 dataset. Energies are from ωB97M-V/def2-TZVPD.

Computed properties:
* HOMO-LUMO gap: 9.9 eV
* 2S+1: 1
* LUMO: 0.827 eV
* net charge: 0

Element x y z (Å)
C: -1.3440 0.8192 1.0105
F: 1.9654 -0.6783 -1.9280
H: -2.1132 0.3464 1.5628
N: -0.5097 -0.0602 0.2259
H: -0.4783 0.6167 -1.7007
N: 0.0454 -1.1063 0.8887
N: 0.8038 -0.8196 -1.3375
C: 0.1143 0.3049 -0.9254
H: -0.4686 1.2085 1.6834
H: -1.8038 1.7529 0.4465
H: 1.5894 -2.4972 0.3729
Cl: 1.3306 1.8112 -0.4760
C: 0.8687 -1.6982 0.1769

***

*P* ends up most stable, edging out the next structure by 1.270 eV.

***

*P*
Here is an isolated molecule of C3H7ClN2O from the OMol25 dataset. Energies are from ωB97M-V/def2-TZVPD.

Computed properties:
* HOMO-LUMO gap: 10.2 eV
* 2S+1: 1
* LUMO: 0.681 eV
* net charge: 0

Element x y z (Å)
H: -0.7435 -1.7142 1.2310
O: 0.3887 1.4127 0.8451
C: 1.4563 -0.5046 -0.3684
H: 0.9688 -0.3058 1.7294
H: 1.5950 -1.5908 -0.2912
C: -0.8098 -0.7473 0.6153
H: 1.1839 -0.3494 -1.3673
N: -1.8534 -0.4095 -0.0215
Cl: 3.0821 0.2154 -0.1777
N: -1.7309 0.7625 -0.7469
H: -2.6028 0.9142 -1.3022
H: -0.4778 1.6740 0.4927
C: 0.5182 0.0213 0.7512
H: -0.9748 0.6217 -1.3896

***

*Q*
Here is a cluster of 2 separate species, C3H7ClN2O in total from the OMol25 dataset. Energies are from ωB97M-V/def2-TZVPD.

Computed properties:
* HOMO-LUMO gap: 10.5 eV
* 2S+1: 1
* LUMO: 0.719 eV
* net charge: 0

Element x y z (Å)
N: 0.9309 -0.5865 2.5404
H: 1.6718 1.4317 -0.2312
H: 0.5411 1.6504 -1.7431
H: 1.1775 -0.1159 1.6348
H: -1.9294 0.2848 -0.4571
C: 0.8540 0.9981 -0.8116
C: -1.1778 -0.1468 -1.0110
H: -1.2977 0.3654 -2.0058
N: 0.0433 0.2026 -0.3527
H: 1.8225 -0.4626 3.0830
O: -1.1814 0.2486 2.6510
H: -1.2391 -1.2537 -1.0360
C: -0.2228 -0.2707 3.1012
Cl: -0.3530 -0.9765 4.7412

***

*Q* ends up most stable, edging out the next structure by 0.715 eV.